1.
A structure of composition C20H20F5LiN2O3STe, computed with ωB97M-V/def2-TZVPD.

Structure (XYZ):
```
53
Properties=species:S:1:pos:R:3:forces:R:3
C 1.840754 -0.931198 -5.913120 -0.016 0.013 0.009
S -0.309005 -0.048986 -2.008333 -0.245 0.124 -0.270
H 0.240967 0.136063 -6.872641 -0.003 0.002 -0.005
C 1.716162 -1.096936 -3.515887 0.016 -0.043 0.035
C -0.332784 3.148472 2.710497 -0.022 0.028 -0.010
C -1.263953 2.513352 -2.195269 -0.020 -0.002 -0.008
C 0.465755 -2.956412 4.650146 -0.037 -0.004 0.040
C 2.366896 -1.377713 -4.710936 -0.022 0.018 -0.016
H 2.094184 -1.452271 -2.566231 0.002 0.006 -0.009
O 0.618779 -0.553881 -0.952820 0.189 0.380 0.358
H 0.617275 2.993041 3.224090 0.011 0.003 -0.003
H -1.219627 -4.013248 5.461222 0.001 -0.003 0.000
N -0.015645 -0.909314 3.511383 0.029 -0.046 -0.031
F -0.202894 -2.980501 -1.536036 0.128 0.099 -0.032
C -0.878576 -3.140079 4.920608 0.046 -0.007 0.000
C -1.784164 -2.190886 4.476730 -0.013 0.031 0.010
H -1.870481 1.760270 4.156342 -0.053 0.012 -0.022
H -0.984574 3.743121 3.348731 0.002 0.002 0.005
F 1.900853 -3.758013 -0.592770 0.118 -0.107 0.058
C -0.909261 1.798332 2.385983 0.019 -0.070 0.028
F 1.003444 -4.068019 1.794941 -0.033 -0.074 0.093
C 1.097384 2.305385 -1.723428 0.032 -0.040 0.017
C 1.204104 3.683311 -1.670458 -0.037 0.034 -0.007
H 2.161051 4.143379 -1.461912 0.006 -0.001 0.003
C 0.654332 -0.204641 -5.932757 0.042 -0.026 -0.013
C 0.846194 -1.827976 3.943547 0.002 0.053 0.019
C 0.545665 -0.363054 -3.552003 0.001 -0.021 0.009
H -0.930316 0.637919 -4.753065 0.002 0.010 -0.009
C -0.002661 0.077496 -4.748096 -0.028 0.019 0.024
C -1.308754 -1.096675 3.772327 -0.045 0.003 0.020
H 0.170520 5.556895 -1.845309 0.001 0.005 -0.001
C -0.137644 1.735927 -1.994306 -0.020 -0.045 0.013
O -0.981072 -2.221887 0.905884 -0.285 0.030 0.153
F -0.472030 -4.875434 0.054050 -0.069 -0.082 -0.184
Li 0.088109 -0.571288 1.058678 -0.046 0.208 0.028
H -2.223313 2.042830 -2.373943 -0.006 0.000 0.004
C 0.081587 4.479068 -1.886731 0.015 -0.021 0.004
O -0.582560 1.198885 1.366184 -0.002 -0.005 -0.199
F 1.524969 -1.835016 0.988231 0.247 -0.112 -0.468
H -0.134304 3.676983 1.781102 -0.008 0.001 0.001
H 3.281347 -1.955561 -4.698441 0.005 -0.001 0.002
H -2.845243 -2.302289 4.658101 -0.003 -0.001 0.002
H -2.415606 -0.325715 2.133346 -0.005 0.032 -0.008
Te 0.346707 -3.217926 0.257005 0.007 -0.339 0.348
H 2.349850 -1.155760 -6.841017 -0.001 0.001 -0.010
H 1.885896 -1.665870 3.687191 -0.007 0.005 -0.005
H -3.234787 -0.139429 3.679664 0.003 -0.013 0.013
H 1.207556 -3.680009 4.955183 0.004 -0.006 -0.005
N -1.784630 1.287237 3.272095 0.052 -0.058 0.091
H -2.022353 4.517643 -2.305839 -0.002 0.003 0.000
C -1.149366 3.898197 -2.148343 0.016 -0.011 -0.003
C -2.265404 -0.081794 3.187070 0.026 0.012 -0.062
H 1.950669 1.663973 -1.540641 0.008 0.006 -0.001
```
Positions in Å, forces in eV/Å.

Properties
Largest force on an atom, eV/A: 0.6
LUMO energy, eV: 0.3
HOMO-LUMO gap, eV: 9.46
Highest occupied orbital energy, eV: -9.1812
Energy above the lowest of the compared OMol25 structures with the same formula, charge and spin, kcal/mol: 7.9

***

2.
A structure of composition C20H20IO6PRe, computed with ωB97M-V/def2-TZVPD.

Structure (XYZ):
```
49
Properties=species:S:1:pos:R:3:forces:R:3
C -1.920451 -4.033981 0.429608 -0.001 0.002 0.001
C 6.271037 0.459648 -2.485529 0.010 -0.006 0.016
H -2.449949 -5.276448 -1.247952 0.000 0.000 -0.001
C -1.301883 -2.519205 2.192115 0.000 -0.003 -0.016
H -1.760791 -3.108497 4.200242 0.002 0.002 0.000
H -1.915004 4.349243 0.620735 -0.001 0.002 0.001
C -1.991886 -4.339756 -0.952867 -0.003 -0.003 0.017
H -3.139207 -0.070329 -1.611725 0.002 -0.002 0.004
C 3.691540 0.167000 -1.537624 0.034 0.012 -0.014
C 4.800290 -0.091396 -0.684034 -0.023 0.000 -0.002
O -0.999125 2.550170 1.213457 0.012 0.014 -0.007
P -1.261308 1.658963 -0.042193 -0.026 -0.134 0.019
H 0.288192 3.882979 -0.855261 -0.001 0.003 -0.001
H -2.873845 -5.847190 1.103307 -0.001 0.000 0.002
H -3.672659 1.634442 -1.739135 -0.001 -0.004 -0.006
H -1.557506 -3.754030 -2.961380 0.001 0.000 0.000
H 7.281938 0.573438 -2.855221 0.001 -0.001 0.003
H -1.203587 4.297298 2.257083 -0.004 0.001 0.002
O -2.731327 1.126652 0.054238 0.012 0.025 -0.017
H -2.739699 3.445974 1.926569 -0.003 0.006 0.000
C -2.359183 -4.586459 2.743059 -0.001 -0.001 0.005
C -0.874739 -2.301371 -1.526312 -0.012 -0.033 -0.031
H 0.569677 2.810109 -2.262179 0.014 0.011 0.001
C -0.161704 3.409797 -1.726845 -0.019 -0.032 0.001
C 6.070629 0.052286 -1.151456 0.012 0.005 -0.015
H 5.382473 1.023884 -4.360209 -0.004 0.001 -0.002
H 6.918625 -0.142277 -0.511578 0.001 0.000 -0.001
O 2.932815 0.828429 -3.747195 -0.009 0.004 -0.011
H -4.532272 0.501674 -0.658043 -0.001 0.003 -0.002
I -0.533862 -0.632893 2.643601 0.026 -0.010 -0.034
C -3.572921 0.776617 -1.081193 -0.004 0.011 0.012
C -1.495196 -3.492939 -1.914437 0.013 0.023 -0.009
C -2.427205 -4.911619 1.414436 0.002 0.000 -0.009
Re 0.181002 -0.244492 0.050556 -0.092 0.132 0.035
O 1.284985 0.227211 -1.680907 0.062 -0.085 0.069
C -1.780364 3.751759 1.519421 0.003 -0.015 -0.005
H -0.441871 -1.663064 -2.291660 -0.002 -0.002 0.002
C -1.795178 -3.362917 3.149221 -0.003 -0.006 -0.008
H 4.611225 -0.401274 0.334398 -0.002 0.000 -0.001
C -1.332565 -2.810427 0.824210 -0.006 -0.021 0.007
H -0.582975 4.163750 -2.382531 0.005 -0.005 -0.008
C -0.795364 -1.934650 -0.176726 -0.015 0.035 -0.002
O -1.272504 2.559432 -1.326592 0.021 0.037 0.018
H -2.744843 -5.262770 3.492956 0.001 0.002 0.002
C 2.392447 0.022752 -1.034173 -0.118 -0.043 0.096
O 2.123067 -0.333818 0.220165 0.130 0.078 -0.131
C 5.222377 0.715581 -3.336726 -0.033 -0.005 0.014
C 3.912449 0.571324 -2.881714 0.020 0.001 0.008
H 2.064805 0.662487 -3.352179 -0.001 0.000 -0.002
```
Positions in Å, forces in eV/Å.

Properties
Total charge: +2
Spin multiplicity: 2
Largest force on an atom, eV/A: 0.2
LUMO energy (spin up / spin down), eV: -8.1 / -7.9
HOMO-LUMO gap (spin up / spin down), eV: 6.25 / 6.42
Highest occupied orbital energy (spin up / spin down), eV: -14.3171 / -14.3141
Energy above the lowest of the compared OMol25 structures with the same formula, charge and spin, kcal/mol: 0.1

***

3.
A structure of composition C20H20LaN5S at a distorted geometry, computed with ωB97M-V/def2-TZVPD.

Structure (XYZ):
```
47
Properties=species:S:1:pos:R:3:forces:R:3
N -2.210743 -0.714698 -0.712475 0.223 0.598 1.500
H -2.201405 1.023273 1.295145 0.492 -0.294 0.133
C -1.548681 0.146825 1.486549 -0.140 0.320 0.217
C -3.365983 -2.964778 0.366300 0.323 0.012 0.422
H -3.715769 -3.899946 0.783308 -0.222 0.013 -0.160
H -4.158544 -3.297761 -1.628919 0.557 0.608 0.614
H 2.622805 0.619218 1.821699 0.146 -0.794 -0.134
C 3.062315 -0.602500 -1.901443 1.410 -1.354 0.131
H -0.227610 2.113837 2.502660 0.118 0.037 0.379
C -3.558660 -2.640110 -0.962022 -1.062 -0.738 -0.692
H -1.060211 6.139624 0.397372 -0.025 0.137 -0.012
H -0.496992 3.265322 -2.724362 -0.269 -0.043 -0.004
C -0.927098 4.803026 -1.285090 0.421 0.171 0.105
C -2.077389 -0.970000 0.634064 -1.428 -0.671 -0.344
C -0.865794 5.128351 0.076247 0.026 0.046 -0.456
H 4.209201 -2.205872 -2.873802 0.044 0.257 -0.080
C -0.608751 3.513910 -1.673423 -0.236 0.386 0.229
N -0.371549 2.535292 -0.784065 0.213 0.520 0.887
C -0.109673 -2.657627 -2.441799 0.491 1.825 -1.041
C 0.733628 -0.401956 2.046150 -0.566 1.259 0.566
H -1.605871 -0.096741 2.553858 -0.399 -0.048 -0.101
C -0.493873 4.168137 1.003494 -0.489 -0.343 -0.958
C 2.492927 -0.979874 0.344780 0.631 -1.282 -0.231
H 3.916608 -3.768624 -0.990174 -0.258 -0.013 -0.004
C -0.321731 2.870025 0.534657 0.693 0.215 -0.007
C -2.993835 -1.484736 -1.465458 0.535 -0.004 -0.204
C 2.215735 -0.405812 1.706512 -0.879 0.467 0.002
H 1.312256 1.947361 1.581660 -1.167 0.091 -0.016
H 0.542634 -0.053073 3.075334 0.417 -0.238 -0.029
H 3.251065 0.167434 -2.662225 -0.581 -0.428 0.062
C 2.913407 -2.317765 0.266138 0.037 0.101 -1.025
S -0.218198 -3.713980 -1.236471 0.065 -0.074 0.116
N 2.442994 -0.207011 -0.772293 0.947 0.279 0.895
H 2.788333 -3.047130 1.062538 0.168 0.505 0.237
H 0.321795 -1.368870 1.979061 -0.320 -1.460 -0.118
La 0.085392 0.123812 -1.394188 -0.544 -1.088 -1.308
H -2.466358 -2.349289 2.236005 -0.253 0.105 0.231
N 0.018339 -1.741490 -3.214789 -0.356 -0.617 1.560
C -2.665576 -2.095668 1.208170 0.647 0.257 -1.059
C 3.679003 -1.876000 -1.992792 -1.120 0.457 0.626
N -0.145066 0.465184 1.203111 1.227 0.305 -0.694
H 2.666387 -1.077090 2.444611 0.175 0.350 -0.105
H -1.101454 5.567473 -2.040871 -0.099 -0.219 0.243
H -0.357160 4.410879 2.045728 -0.077 -0.043 0.082
H -3.080934 -1.158076 -2.505464 -0.100 -0.421 0.267
C 0.191538 1.862058 1.533173 0.320 -0.127 -0.505
C 3.488531 -2.774562 -0.926206 0.261 0.977 -0.217
```
Positions in Å, forces in eV/Å.

Properties
Total charge: +2
Largest force on an atom, eV/A: 2.2
LUMO energy, eV: -6.6
HOMO-LUMO gap, eV: 7.50
Highest occupied orbital energy, eV: -14.0850
Energy above the lowest of the compared OMol25 structures with the same formula, charge and spin, kcal/mol: 0.0

***

4.
A cluster of 2 separate species, C20H20N3O5P in total at a distorted geometry, computed with ωB97M-V/def2-TZVPD.

Structure (XYZ):
```
49
Properties=species:S:1:pos:R:3:forces:R:3
H 5.285600 -0.250398 -3.966175 0.106 0.020 -0.096
C 2.676023 -2.983919 0.242073 0.116 1.486 -0.330
O -4.288125 1.081349 -0.438507 -0.017 0.027 0.019
H 2.849431 2.654926 -0.495524 0.043 0.021 -0.015
H 2.446426 -3.122318 -4.684025 0.003 -0.069 -0.130
H 3.128114 -3.375887 -0.670022 -0.201 -0.103 0.054
N -1.559563 -0.976594 -0.518126 -0.084 -0.001 -0.090
C -6.168853 1.542720 0.893773 -0.150 0.058 0.013
H 1.698880 3.944639 -0.811346 -0.137 0.099 -0.089
O 2.525519 -3.862477 1.295229 0.347 0.113 0.069
C 4.390372 -0.763117 -3.643666 0.065 0.042 -0.003
O -7.867316 1.926317 2.490655 -0.028 0.020 0.101
N 3.934727 -1.724014 -4.434103 0.040 0.019 -0.116
H 2.077929 2.763673 -2.077392 -0.150 0.056 -0.141
H 3.320607 -2.201327 2.233013 0.460 0.701 -0.201
H -7.311873 1.783118 4.391560 -0.039 0.005 -0.051
O -2.813279 0.677478 1.642992 0.191 0.079 0.165
H 4.513179 -3.351004 1.334349 0.524 0.708 0.108
H 1.260927 -2.585514 -2.600331 -0.053 -0.112 -0.059
C 2.664323 -1.062708 -2.033243 -0.152 -0.121 0.217
C -4.876246 1.218013 0.735702 -0.074 -0.033 -0.124
C 3.798053 -0.396712 -2.444379 0.207 0.157 -0.067
C -4.500216 1.087421 3.253004 0.166 -0.041 -0.006
C 1.532023 -1.982722 0.062272 0.739 -0.919 -0.346
C -3.962407 0.966420 1.912651 -0.088 0.023 0.137
H 1.228320 -1.722498 1.072710 -0.429 0.142 -0.058
H -6.831404 1.723191 0.059429 0.015 -0.015 -0.017
H 0.742640 -2.518753 -0.460970 -0.285 0.187 0.161
C 2.825633 -2.341560 -4.040279 -0.081 -0.108 -0.003
P 0.487916 1.927737 -0.452407 -1.549 0.810 -0.658
C -6.708959 1.651711 2.231067 0.032 -0.001 -0.292
H -3.362256 0.809919 -0.262020 0.009 -0.068 0.006
C 1.937423 -0.725309 -0.736251 -0.173 0.218 0.073
C 3.594081 -2.787561 1.372318 -1.233 -2.434 0.445
C 2.838744 0.037282 0.139009 -0.118 -0.096 -0.252
H -0.284261 2.462206 1.747945 -0.122 0.009 0.019
C 0.507217 1.825853 1.367969 0.605 -0.147 0.106
C -0.573726 -0.456338 -0.792837 -0.037 -0.104 -0.046
H 0.306185 0.803594 1.683695 -0.124 -0.045 0.073
C 1.920631 2.899870 -1.010159 0.742 -0.408 0.456
O -6.381549 1.551732 4.584103 0.021 -0.009 0.027
H 1.456793 2.133672 1.801589 0.076 -0.043 0.009
H -3.836980 0.914752 4.088675 -0.024 -0.007 0.017
H 4.239721 0.396893 -1.860179 0.028 0.020 0.116
H 0.700485 0.332334 -2.195729 0.013 0.076 -0.071
C -5.791091 1.411497 3.407091 0.069 -0.014 0.086
C 2.160395 -2.049384 -2.866169 -0.166 0.003 0.067
N 3.547099 0.626688 0.817599 0.271 0.132 0.293
C 0.687306 0.198570 -1.114361 0.621 -0.333 0.425
```
Positions in Å, forces in eV/Å.

Properties
Largest force on an atom, eV/A: 2.8
LUMO energy, eV: -1.3
HOMO-LUMO gap, eV: 7.46
Highest occupied orbital energy, eV: -8.7088

***

5.
A structure of composition C20H20N4O3PdSTe at a distorted geometry, computed with ωB97M-V/def2-TZVPD.

Structure (XYZ):
```
50
Properties=species:S:1:pos:R:3:forces:R:3
H 0.580766 -0.097177 -4.220908 -0.052 -0.011 -0.004
Pd 0.665100 -0.209863 -0.011401 0.926 -0.166 -0.787
H 2.183085 0.501660 2.738803 -0.064 0.056 -0.066
C -0.445550 -0.876368 -5.934026 0.038 0.043 -0.090
O -1.459483 1.192204 0.597787 -0.442 0.157 0.187
C -0.146979 -0.807721 -4.588727 -0.015 0.018 -0.026
C 1.296133 -0.065179 2.994918 0.330 0.156 -0.311
H -2.501073 5.276824 1.650344 -0.027 0.004 -0.005
C 4.079479 -0.476870 0.243445 -0.006 0.104 -0.008
H -3.422157 2.779185 -0.389127 0.008 0.020 -0.009
C 5.446591 -0.866080 0.291354 0.045 -0.021 0.037
H 3.255548 -1.167796 0.340359 -0.048 -0.035 -0.007
H -1.641167 -1.855804 -7.423331 -0.005 -0.024 -0.002
H -3.031782 4.510939 -0.308074 0.007 0.021 0.009
C 3.899830 0.864311 0.037518 0.211 0.017 0.042
O -2.318783 -3.440962 -3.263016 0.057 0.032 0.248
C -2.001330 -2.642401 -5.470631 0.022 0.042 -0.120
C -0.404516 -1.406051 -2.239404 0.542 0.257 0.755
C -0.462095 -1.377539 2.200834 0.727 0.566 1.145
C -1.503838 2.131461 1.379223 0.167 -0.041 -0.058
C -2.625614 3.507034 -0.229848 0.075 -0.114 -0.019
H -0.680345 -0.968918 5.561303 -0.052 -0.079 -0.021
C -0.302078 -0.899784 4.550050 0.578 0.393 0.159
H -1.877116 3.352250 -1.008151 -0.006 0.028 -0.001
O 0.450921 -0.469878 -2.011309 -0.383 -0.104 -0.273
C -0.957566 -1.503510 3.503502 -0.249 -0.279 -0.618
N 0.648800 -0.612407 1.968043 -0.766 -0.114 0.507
C -1.386099 -1.795472 -6.373146 -0.019 -0.039 0.021
H 7.372893 0.180079 0.115051 -0.026 -0.038 0.004
H 0.043329 -0.217828 -6.638748 0.021 0.006 0.027
N -0.525608 -1.739218 -0.088227 -0.297 0.254 1.137
H -1.086303 2.072995 2.399545 0.011 -0.020 -0.020
C -1.067787 -1.999044 1.060210 -0.360 -0.655 -1.249
H -2.729230 -3.366057 -5.822020 -0.011 -0.016 0.032
C -1.975213 4.416926 2.053041 0.103 -0.120 0.046
C -1.705713 -2.585624 -4.110949 0.273 0.265 -0.045
C 0.873223 -0.188981 4.300318 -0.480 -0.327 0.252
H -0.942739 4.709982 2.251795 -0.018 0.029 -0.005
C 6.294160 0.181534 0.123706 0.108 0.085 -0.001
N -2.037210 3.325300 1.090317 -0.159 0.144 -0.043
N -0.966490 -2.132075 -1.268531 -0.674 -0.592 -0.709
H -1.870064 -2.063878 3.660129 0.040 -0.028 0.020
C -0.766751 -1.635211 -3.648955 -0.349 -0.301 -0.215
H 5.774226 -1.884387 0.448213 0.022 0.010 -0.022
S 5.433002 1.649181 -0.095525 -0.227 -0.103 0.019
H 1.433254 0.268596 5.102181 0.027 0.028 -0.033
H -2.895761 -4.017427 -3.773873 -0.027 -0.005 -0.029
H -2.450092 4.136277 2.994714 0.002 0.028 -0.009
Te 2.082940 1.908526 -0.121990 0.419 0.478 0.100
H -1.944050 -2.633757 1.130113 0.005 -0.013 0.058
```
Positions in Å, forces in eV/Å.

Properties
Largest force on an atom, eV/A: 1.5
LUMO energy, eV: -0.9
HOMO-LUMO gap, eV: 5.60
Highest occupied orbital energy, eV: -6.4587
Energy above the lowest of the compared OMol25 structures with the same formula, charge and spin, kcal/mol: 0.0